Below is C16H48AgN9O7 as an isolated structure, with properties calculated with ωB97M-V/def2-TZVPD.

```
! RIJCOSX wB97M-V def2-TZVPD def2/J DEFGRID3
* xyz 0 1
Ag 0.557 -2.770 0.202
C -0.046 0.172 -0.652
O 1.247 -0.286 -0.993
H -0.140 1.241 -0.844
H -0.820 -0.381 -1.184
H -0.273 0.195 0.414
C -4.569 0.708 -0.282
C -4.178 0.382 -1.608
C -3.247 1.376 -2.311
O -3.171 0.976 -3.704
C -1.914 1.123 -4.285
N -3.681 -0.963 -1.571
H -5.334 0.105 0.206
H -5.062 1.676 -0.190
H -3.719 0.788 0.397
H -5.044 0.344 -2.270
H -2.267 1.362 -1.833
H -3.582 2.413 -2.332
H -1.078 0.678 -3.745
H -1.742 2.166 -4.552
H -1.909 0.560 -5.218
H -2.679 -1.024 -1.456
H -3.860 -1.384 -2.471
C -1.034 -1.984 2.980
C 0.352 -2.668 3.366
C 0.406 -4.214 3.040
O 0.076 -4.558 1.714
C 0.038 -6.014 1.318
N 1.435 -2.075 2.524
H -0.990 -0.905 2.834
H -1.718 -2.049 3.826
H -1.456 -2.279 2.019
H 0.330 -2.470 4.438
H -0.312 -4.743 3.667
H 1.409 -4.607 3.204
H -0.975 -6.410 1.243
H 0.609 -6.622 2.020
H 0.492 -6.102 0.331
H 2.348 -2.446 2.743
H 1.507 -1.111 2.819
C -0.042 2.306 2.712
C 0.056 3.757 3.114
C -1.155 4.397 3.802
O -0.954 5.646 4.386
C -0.686 6.715 3.437
N 1.227 3.854 3.961
H -0.970 2.163 2.158
H -0.059 1.613 3.553
H 0.722 1.884 2.060
H 0.290 4.242 2.166
H -1.543 3.711 4.554
H -1.893 4.508 3.007
H 0.396 6.632 3.327
H -0.854 7.672 3.931
H -1.155 6.645 2.456
H 1.930 4.297 3.388
H 1.090 4.588 4.642
C 4.728 -1.378 -0.567
O 5.888 -1.786 -0.439
N 4.155 -1.222 -1.651
N 3.919 -1.122 0.330
H 4.723 -1.300 -2.482
H 3.209 -0.886 -1.763
H 4.231 -1.244 1.283
H 3.050 -0.696 0.040
C 0.196 -3.758 -3.676
O -0.228 -4.802 -3.264
N -0.011 -2.559 -3.163
N 0.965 -3.611 -4.741
H 0.633 -1.782 -3.164
H -0.811 -2.576 -2.546
H 0.946 -4.370 -5.407
H 1.043 -2.642 -5.013
C 2.827 1.989 -3.465
O 3.560 2.425 -4.317
N 1.733 1.313 -3.568
N 3.175 1.866 -2.268
H 1.543 0.658 -4.312
H 1.377 1.177 -2.632
H 4.051 2.282 -1.984
H 2.692 1.192 -1.692
*
```

The LUMO energy comes out at -0.78 eV. The value obtained for the largest force on an atom is 0.203 hartree/bohr. The frontier orbital gap comes out at 8.0 eV. As for the energy above the lowest of the compared OMol25 structures with the same formula, charge and spin: 97.5 kcal per mole. The calculation puts the electronic energy at -1804.6913 hartree.

Mulliken atomic charge list, values in e, 4 entries: atom 1 (Ag): 0.4975, atom 2 (C): -0.8334, atom 3 (O): -0.4175, atom 4 (H): 0.3566



Below is C36H34N2O5S6Ti as an isolated structure, with properties calculated with ωB97M-V/def2-TZVPD.

```
! RIJCOSX wB97M-V def2-TZVPD def2/J DEFGRID3
* xyz 0 1
Ti 0.681 -0.569 1.398
S -1.025 0.696 2.446
C -1.493 -0.365 3.764
C -2.779 -0.353 4.296
C -3.119 -1.212 5.325
C -2.182 -2.091 5.848
C -0.891 -2.087 5.358
C -0.538 -1.225 4.329
S 1.104 -1.185 3.709
C 1.191 -3.838 1.936
C 2.063 -3.490 0.771
C 3.226 -4.148 0.390
C 3.846 -3.747 -0.787
C 3.248 -2.792 -1.602
C 2.078 -2.195 -1.149
C 1.178 -1.282 -1.933
S -0.391 -1.058 -0.992
C -0.860 -2.804 -0.965
C -1.242 -3.377 -2.170
C -1.577 -4.717 -2.258
C -1.592 -5.490 -1.110
C -1.281 -4.917 0.111
C -0.895 -3.587 0.189
S -0.423 -2.948 1.799
N 1.573 -2.511 0.032
H -3.510 0.331 3.894
H -4.127 -1.202 5.713
H -2.456 -2.772 6.640
H -0.139 -2.748 5.764
H 1.000 -4.911 1.988
H 1.618 -3.483 2.881
H 3.626 -4.941 1.000
H 4.777 -4.206 -1.084
H 3.680 -2.520 -2.551
H 0.955 -1.691 -2.921
H 1.566 -0.270 -2.046
H -1.269 -2.752 -3.048
H -1.839 -5.154 -3.212
H -1.853 -6.536 -1.159
H -1.331 -5.509 1.015
C 4.497 4.678 -4.036
C 3.642 4.085 -2.959
C 3.690 2.724 -2.680
C 2.833 2.167 -1.747
C 1.914 2.967 -1.097
C 1.895 4.331 -1.316
C 2.767 4.890 -2.234
S 0.604 2.215 -0.124
O -0.169 1.430 -1.073
O -0.085 3.278 0.554
N 1.307 1.136 0.821
C 2.369 1.566 1.686
C 3.281 0.313 1.787
O 4.464 0.388 2.026
O 2.614 -0.757 1.536
H 4.990 3.898 -4.612
H 5.260 5.327 -3.610
H 3.886 5.277 -4.710
H 4.393 2.095 -3.208
H 2.877 1.113 -1.513
H 1.184 4.925 -0.763
H 2.756 5.956 -2.408
H 1.999 1.826 2.697
H 2.914 2.423 1.273
C -2.628 5.238 -1.476
C -2.809 3.765 -1.276
C -2.790 2.881 -2.349
C -2.947 1.520 -2.152
C -3.136 1.041 -0.868
C -3.155 1.904 0.212
C -2.986 3.258 0.006
S -3.275 -0.742 -0.601
C -4.972 -0.689 0.116
O -2.397 -1.074 0.554
H -2.534 5.482 -2.530
H -1.730 5.566 -0.958
H -3.474 5.788 -1.062
H -2.639 3.258 -3.350
H -2.912 0.834 -2.985
H -3.263 1.507 1.212
H -2.973 3.923 0.855
H -5.664 -0.346 -0.645
H -4.968 -0.017 0.965
H -5.230 -1.694 0.435
*
```

The LUMO energy comes out at -0.15 eV. The value obtained for the largest force on an atom is 0.050 hartree/bohr. The frontier orbital gap comes out at 7.1 eV. As for the energy above the lowest of the compared OMol25 structures with the same formula, charge and spin: 26.5 kcal per mole. The calculation puts the electronic energy at -5116.6280 hartree.

Mulliken atomic charge list, values in e, 4 entries: atom 1 (Ti): 0.3906, atom 2 (S): -0.3590, atom 3 (C): 0.8331, atom 4 (C): -0.8437



Below is C3H19B4FO3Tl as an isolated structure, with properties calculated with ωB97M-V/def2-TZVPD.

```
! RIJCOSX wB97M-V def2-TZVPD def2/J DEFGRID3
* xyz -1 1
Tl -1.612 3.232 5.656
B -3.388 2.013 3.913
H -2.398 1.858 3.296
H -3.367 1.342 4.901
H -3.512 3.190 4.126
H -4.344 1.578 3.371
B 0.791 2.378 4.267
H 0.054 1.641 3.722
H 0.900 2.114 5.400
H 1.870 2.203 3.802
H 0.468 3.524 4.038
B -0.820 0.775 6.792
H -0.164 -0.134 7.176
H -0.170 1.731 7.135
H -0.944 0.687 5.622
H -1.857 0.835 7.361
B -2.705 5.414 6.818
H -3.094 6.417 7.300
H -1.785 5.753 6.130
H -2.276 4.662 7.647
H -3.606 4.876 6.267
C -2.523 7.224 0.871
C -2.189 8.139 2.044
O -1.678 7.232 2.970
C -2.152 5.975 2.695
O -2.084 5.060 3.435
O -2.645 5.953 1.448
F -3.340 8.687 2.552
H -1.884 7.256 -0.013
H -3.434 7.679 0.465
H -1.524 8.945 1.744
*
```

The LUMO energy comes out at -0.71 eV. The value obtained for the largest force on an atom is 0.039 hartree/bohr. The frontier orbital gap comes out at 5.2 eV. The calculation puts the electronic energy at -722.8534 hartree.

natural (NBO) atomic charge list, values in e, 4 entries: atom 1 (Tl): 1.5204, atom 2 (B): -0.8261, atom 3 (H): 0.0152, atom 4 (H): 0.0589



Below is C40H39Cl5Ge2N4Ru as an isolated structure, with properties calculated with ωB97M-V/def2-TZVPD.

```
! RIJCOSX wB97M-V def2-TZVPD def2/J DEFGRID3
* xyz 2 5
Ru -0.381 -0.294 0.061
C -2.468 -0.676 -2.467
C -1.848 -2.032 -2.716
C -1.257 -2.678 -1.486
C -0.711 -3.896 -1.521
C -0.118 -4.643 -0.380
C -0.332 -3.464 1.411
C -1.114 -2.269 0.966
N -1.426 -1.928 -0.285
N -1.467 0.339 -2.068
C -0.634 0.707 -3.233
C 0.854 0.767 -3.005
C 1.671 1.121 -4.075
C 3.029 1.262 -3.867
C 3.534 1.055 -2.590
C 2.653 0.678 -1.599
N 1.341 0.524 -1.796
C -2.187 1.530 -1.573
C -1.227 2.517 -0.984
C -1.331 3.872 -1.251
C -0.417 4.747 -0.689
C 0.592 4.226 0.102
C 0.632 2.862 0.318
N -0.270 2.014 -0.192
H -3.201 -0.747 -1.668
H -2.991 -0.336 -3.367
H -1.088 -1.970 -3.500
H -2.624 -2.687 -3.116
H -0.698 -4.391 -2.487
H 0.302 -5.586 -0.719
H -0.186 -3.428 2.489
H -1.806 -1.901 1.714
H -0.944 1.692 -3.598
H -0.836 0.021 -4.057
H 1.238 1.291 -5.053
H 3.685 1.537 -4.683
H 4.587 1.168 -2.371
H 3.008 0.479 -0.593
H -2.902 1.211 -0.816
H -2.758 1.999 -2.381
H -2.124 4.228 -1.895
H -0.482 5.811 -0.877
H 1.347 4.857 0.550
H 1.416 2.431 0.920
Cl 0.925 0.485 2.432
C -0.780 0.827 2.655
C -1.583 0.359 1.632
C -2.954 0.455 1.847
Cl -4.078 -0.286 0.758
C -3.467 1.098 2.983
Cl -5.157 1.240 3.204
C -2.605 1.622 3.948
Cl -3.221 2.423 5.325
C -1.226 1.463 3.799
Cl -0.125 2.022 4.980
C 2.535 -2.298 3.655
Ge 3.584 -2.042 2.041
C 4.286 -0.257 1.685
C 4.966 -3.404 1.913
Ge 1.616 -2.109 -0.217
C 2.859 -2.323 -1.713
C 4.248 -2.364 -1.609
C 5.042 -2.478 -2.741
C 4.457 -2.550 -3.996
C 3.075 -2.502 -4.116
C 2.283 -2.379 -2.985
C 0.875 -3.801 0.519
C -1.056 -4.740 0.858
C -0.842 -5.916 1.757
C 0.337 -6.356 2.203
C 1.646 -5.824 1.830
C 1.896 -4.731 1.101
H 3.205 -2.789 4.366
H 1.695 -2.971 3.491
H 2.181 -1.364 4.084
H 5.032 -0.074 2.466
H 3.539 0.532 1.747
H 4.798 -0.212 0.725
H 5.769 -3.044 2.567
H 5.389 -3.563 0.925
H 4.604 -4.348 2.312
H 4.730 -2.293 -0.644
H 6.120 -2.511 -2.643
H 5.075 -2.642 -4.879
H 2.615 -2.560 -5.095
H 1.205 -2.326 -3.101
H -2.117 -4.618 0.639
H -1.740 -6.418 2.096
H 0.344 -7.210 2.867
H 2.498 -6.418 2.141
H 2.926 -4.563 0.805
*
```

Its expectation value of S² is 6.03. The LUMO energy (alpha / beta) comes out at -5.58 / -7.69 eV. The value obtained for the largest force on an atom is 0.020 hartree/bohr. The frontier orbital gap (alpha / beta) comes out at 7.0 / 5.4 eV. As for the energy above the lowest of the compared OMol25 structures with the same formula, charge and spin: 114.8 kcal per mole. The calculation puts the electronic energy at -8315.6684 hartree.

Mulliken atomic charge list, values in e, 4 entries: atom 1 (Ru): -0.6018, atom 2 (C): -1.5170, atom 3 (C): -0.9589, atom 4 (C): 0.6915



Below is an isolated ion of composition C8H10F4N3 and charge +1, with properties calculated with ωB97M-V/def2-TZVPD.

```
! RIJCOSX wB97M-V def2-TZVPD def2/J DEFGRID3
* xyz 1 1
C 2.288 0.142 -1.903
C 1.880 -0.367 -0.504
F 1.934 -1.760 -0.639
C 0.484 -0.014 -0.151
C -0.339 -0.983 0.423
C -1.707 -0.763 0.692
N -2.361 -1.867 1.137
C -2.298 0.596 0.485
N -3.459 0.934 1.019
C -1.446 1.364 -0.232
N -0.165 1.058 -0.562
C 2.941 0.090 0.533
F 2.972 -0.547 1.717
F 4.146 0.127 0.077
F 2.613 1.371 0.927
H 3.089 -0.394 -2.334
H 1.432 -0.058 -2.575
H 2.549 1.155 -1.927
H 0.013 -1.948 0.589
H -1.674 -2.568 1.223
H -3.400 -2.093 1.246
H -3.877 1.924 1.055
H -4.176 0.369 1.349
H -1.678 2.403 -0.576
H 0.238 1.828 -1.070
*
```

As for the SMILES: C[C@](F)(c1cc(=[NH2+])c(N)c[nH]1)C(F)(F)F. The LUMO energy comes out at -3.67 eV. The value obtained for the largest force on an atom is 0.094 hartree/bohr. The frontier orbital gap comes out at 8.9 eV. As for the energy above the lowest of the compared OMol25 structures with the same formula, charge and spin: 0.0 kcal per mole. The calculation puts the electronic energy at -874.3429 hartree.

natural (NBO) atomic charge list, values in e, 4 entries: atom 1 (C): -0.6378, atom 2 (C): 0.2443, atom 3 (F): -0.3246, atom 4 (C): 0.2301



Below is a 6-piece molecular cluster, C4H21N3O6 overall, with properties calculated with ωB97M-V/def2-TZVPD.

```
! RIJCOSX wB97M-V def2-TZVPD def2/J DEFGRID3
* xyz 0 1
C -0.341 -3.412 0.722
N 0.724 -2.494 0.339
C 0.887 -1.279 0.913
O 1.735 -0.519 0.410
C 0.147 -0.936 2.183
N 0.545 0.290 2.835
C -0.095 1.500 2.353
N 0.427 2.068 1.092
H -0.372 -4.240 0.029
H -1.318 -2.919 0.655
H -0.207 -3.776 1.746
H 1.271 -2.667 -0.488
H 0.280 -1.772 2.882
H -0.927 -0.956 1.912
H 1.547 0.399 2.897
H -1.166 1.307 2.169
H -0.038 2.262 3.135
H 0.867 1.322 0.564
H 1.106 2.809 1.196
O -2.206 -0.172 -0.402
H -2.370 0.790 -0.323
H -1.766 -0.256 -1.269
O 1.046 2.180 -2.652
H 0.264 1.613 -2.816
H 0.957 2.577 -1.773
O -1.910 2.511 -0.900
H -1.092 2.700 -0.401
H -1.584 2.158 -1.734
O -0.816 0.173 -2.755
H 0.070 -0.288 -2.604
H -1.130 -0.147 -3.605
O 1.704 -0.573 -2.341
H 1.750 -0.561 -1.355
H 2.010 0.309 -2.612
*
```

As for the SMILES: CNC(=O)CNCN.O.O.O.O.O. The LUMO energy comes out at 0.48 eV. The value obtained for the largest force on an atom is 0.035 hartree/bohr. The frontier orbital gap comes out at 9.5 eV. As for the energy above the lowest of the compared OMol25 structures with the same formula, charge and spin: 18.8 kcal per mole. The calculation puts the electronic energy at -780.7527 hartree.

natural (NBO) atomic charge list, values in e, 4 entries: atom 1 (C): -0.4265, atom 2 (N): -0.5970, atom 3 (C): 0.6909, atom 4 (O): -0.7101



Below is one molecule with the formula C4H7NO, with properties calculated with ωB97M-V/def2-TZVPD.

```
! RIJCOSX wB97M-V def2-TZVPD def2/J DEFGRID3
* xyz 0 1
C -1.393 -0.458 0.365
C -0.284 -0.093 -0.643
C 0.544 1.177 -0.301
C 1.498 0.173 0.372
O 2.371 0.216 1.200
N 0.934 -0.871 -0.348
H -2.229 -0.992 -0.096
H -0.981 -1.124 1.137
H -1.791 0.412 0.894
H -0.579 -0.169 -1.697
H 1.032 1.625 -1.177
H 0.101 1.958 0.320
H 0.909 -1.849 -0.073
*
```

As for the SMILES: C[C@H]1CC(=O)N1. The LUMO energy comes out at 0.98 eV. The value obtained for the largest force on an atom is 0.012 hartree/bohr. The frontier orbital gap comes out at 10.8 eV. As for the energy above the lowest of the compared OMol25 structures with the same formula, charge and spin: 23.3 kcal per mole. The calculation puts the electronic energy at -286.5945 hartree.

natural (NBO) atomic charge list, values in e, 4 entries: atom 1 (C): -0.6390, atom 2 (C): -0.0435, atom 3 (C): -0.5117, atom 4 (C): 0.6903



Below is one molecule with the formula C7H12, with properties calculated with ωB97M-V/def2-TZVPD.

```
! RIJCOSX wB97M-V def2-TZVPD def2/J DEFGRID3
* xyz 0 1
C -0.006 -2.126 0.739
C 0.978 -1.120 0.139
C 0.821 -0.117 -1.041
C -0.019 1.066 -1.452
C -1.131 1.244 -0.428
C -0.358 0.897 0.868
C 1.013 0.370 0.384
H -0.038 -3.018 0.098
H 0.316 -2.464 1.734
H -1.031 -1.756 0.825
H 1.933 -1.609 -0.043
H 1.718 -0.193 -1.659
H 0.776 1.928 -1.082
H -0.260 1.179 -2.515
H -1.462 2.283 -0.440
H -2.018 0.614 -0.583
H -0.901 0.191 1.505
H -0.174 1.782 1.479
H 1.629 1.329 0.198
*
```

As for the SMILES: C[C@H]1[C@H]2CCC[C@@H]12. The LUMO energy comes out at 1.06 eV. The value obtained for the largest force on an atom is 0.060 hartree/bohr. The frontier orbital gap comes out at 9.6 eV. As for the energy above the lowest of the compared OMol25 structures with the same formula, charge and spin: 77.3 kcal per mole. The calculation puts the electronic energy at -273.7853 hartree.

natural (NBO) atomic charge list, values in e, 4 entries: atom 1 (C): -0.6201, atom 2 (C): -0.1543, atom 3 (C): -0.2861, atom 4 (C): -0.3517